Molecular formula: C4H8N2
Method: DFT, ωB97M-V/def2-TZVPD

Calculated values
M: 84.12 g/mol
LUMO level: 0.99 eV
DFT total energy: -266.55071 hartree
Gap between HOMO and LUMO: 9.692 eV
Energy above the lowest of the compared OMol25 structures with the same formula, charge and spin: 449.74 kJ/mol
SMILES: C1N[C@H]1[C@H]1CN1

Geometry as XYZ:
```
14
Properties=species:S:1:pos:R:3:mulliken_charge:R:1
C -1.346 -0.516 1.164 -0.50
N -0.881 0.870 1.131 -0.61
C -0.973 0.127 -0.110 -0.09
C 0.291 -0.350 -0.720 -0.26
C 1.553 0.754 -0.997 -0.53
N 1.498 -0.294 0.011 -0.52
H -2.393 -0.659 1.410 0.29
H -0.655 -1.275 1.529 0.24
H 0.102 0.890 1.408 0.34
H -1.743 0.467 -0.805 0.36
H 0.209 -1.221 -1.382 0.56
H 1.199 1.679 -0.538 0.22
H 0.796 0.448 -1.856 0.25
H 2.106 -1.072 -0.214 0.26
```